{"formula": "C2H7NO", "method": "wB97M-V/def2-TZVPD", "elements": ["C", "N", "C", "O", "H", "H", "H", "H", "H", "H", "H"], "coordinates": [[0.787, 0.136, -1.275], [-0.052, 0.828, -0.318], [-0.155, 0.162, 0.932], [-0.542, -1.202, 0.853], [1.732, -0.134, -0.834], [1.029, 0.778, -2.123], [0.391, -0.811, -1.626], [-0.967, 1.021, -0.699], [0.843, 0.130, 1.361], [-0.816, 0.741, 1.567], [-1.499, -1.329, 0.959]], "orbital_gap_ev": 10.102, "smiles": "CNCO", "total_energy_ha": -210.37480, "e_lumo_ha": 0.03423, "e_above_lowest_kcal_mol": 15.0}

***

{"formula": "C5H11N", "method": "wB97M-V/def2-TZVPD", "elements": ["C", "N", "C", "C", "C", "C", "H", "H", "H", "H", "H", "H", "H", "H", "H", "H", "H"], "coordinates": [[1.736, 0.411, -0.636], [1.160, -0.331, 0.402], [0.572, 0.144, 1.651], [-0.129, -0.561, 0.556], [-0.940, 1.199, -0.966], [-1.076, -1.652, 0.217], [1.900, -0.218, -1.516], [0.577, 1.057, -0.898], [2.666, 0.892, -0.312], [0.359, 1.210, 1.758], [0.989, -0.333, 2.541], [-1.728, 1.110, -0.220], [-1.232, 0.650, -1.871], [-0.887, 2.267, -1.239], [-2.026, -1.499, 0.733], [-1.260, -1.659, -0.860], [-0.684, -2.637, 0.507]], "orbital_gap_ev": 8.386, "total_energy_ha": -251.65983, "e_lumo_ha": 0.02915, "e_above_lowest_kcal_mol": 127.2}